Formula: C20H14N4O3Tl
Source: the OMol25 dataset
Level of theory: the ωB97M-V functional and the def2-TZVPD basis

The geometry in XYZ format:
```
42
Properties=species:S:1:pos:R:3:forces:R:3:nbo_charge:R:1
Tl -0.88158 -1.00798 2.04804 0.014 0.003 -0.041 0.758
O -0.31201 -4.73465 -1.08963 0.022 -0.056 -0.072 -0.706
C -0.30749 -4.12874 -2.29125 -0.007 -0.048 0.031 0.332
C -0.09004 -4.91400 -3.42597 0.009 0.004 -0.022 -0.294
C -0.07366 -4.33864 -4.68204 0.002 -0.015 0.017 -0.194
C -0.27364 -2.96936 -4.83016 -0.001 0.010 0.004 -0.283
C -0.48831 -2.19203 -3.70557 0.003 0.017 -0.017 -0.163
C -0.51152 -2.74480 -2.42663 -0.005 0.043 0.010 -0.148
C -0.72825 -1.89195 -1.21042 0.058 -0.062 -0.064 0.554
O -0.72295 -2.49363 -0.07012 -0.075 0.076 0.066 -0.828
N -0.86926 -0.61533 -1.43058 -0.006 0.034 0.046 -0.474
N -0.99101 0.14856 -0.26985 -0.020 0.002 -0.024 -0.358
C -1.11494 1.39750 -0.53051 -0.006 -0.027 0.003 0.108
C -1.20077 2.51441 0.39769 -0.009 -0.038 -0.037 -0.242
C -1.57674 3.74322 -0.16307 -0.014 0.019 -0.012 -0.147
C -1.69196 4.89956 0.57814 0.005 -0.005 0.011 -0.323
C -1.40569 4.83405 1.94656 -0.016 0.013 -0.018 -0.206
C -1.01493 3.65282 2.52910 0.014 -0.001 0.011 -0.272
C -0.88460 2.44068 1.79020 0.059 -0.016 0.014 0.396
O -0.46664 1.37429 2.37256 -0.068 0.045 0.040 -0.832
H -0.49514 -3.98677 -0.44152 -0.010 0.013 0.038 0.513
H 0.06300 -5.97686 -3.28826 0.000 -0.005 0.003 0.210
H 0.09675 -4.96090 -5.55296 0.000 -0.003 0.001 0.198
H -0.25991 -2.51585 -5.81289 0.000 0.004 -0.002 0.201
H -0.64304 -1.12465 -3.78538 -0.002 0.002 -0.005 0.234
H -1.15770 1.66411 -1.59086 -0.001 0.018 0.011 0.165
H -1.78683 3.76850 -1.22819 0.001 -0.002 -0.003 0.194
H -1.99010 5.82994 0.11315 -0.002 0.003 0.002 0.197
H -1.48775 5.72803 2.55605 0.002 -0.002 0.007 0.193
H -0.78398 3.60121 3.58664 0.003 -0.001 -0.001 0.197
N 5.34525 1.04686 -2.63964 0.013 -0.012 0.007 -0.320
C 4.55601 0.68607 -1.88665 -0.051 0.010 0.017 0.291
C 3.57010 0.24171 -0.93274 0.043 0.015 -0.018 -0.143
C 3.13175 -1.07517 -0.93699 0.012 -0.056 -0.040 -0.205
C 2.18659 -1.44979 0.00334 -0.091 0.032 0.064 0.055
N 1.68302 -0.60913 0.90477 0.171 -0.001 -0.071 -0.425
C 2.10500 0.65514 0.89760 -0.044 -0.033 0.019 0.056
C 3.04958 1.12843 0.00151 -0.017 0.018 0.015 -0.216
H 3.50182 -1.78679 -1.66127 -0.007 0.005 -0.005 0.231
H 1.78743 -2.45681 0.01778 0.024 -0.010 0.004 0.222
H 1.63028 1.30636 1.62254 -0.002 0.010 0.009 0.245
H 3.35856 2.16378 0.02124 0.002 0.000 0.001 0.229
```
Forces are in eV/Å.

Charge: -1
Relative energy (zero: lowest compared OMol25 entry of this formula, charge and spin): 0.0 kJ/mol
HOMO-LUMO gap: 6.529 eV

Formula: C20H15BBrF4N5ORu
Source: the OMol25 dataset
Level of theory: the ωB97M-V functional and the def2-TZVPD basis

The geometry in XYZ format:
```
48
Properties=species:S:1:pos:R:3:forces:R:3:nbo_charge:R:1
Ru -0.56278 -0.31293 -0.28866 0.043 0.122 -0.083 1.446
Br 0.53768 -6.20132 4.09608 -0.002 0.003 0.002 0.108
C 0.10356 -4.90497 2.80001 -0.002 0.008 0.003 -0.106
C -0.30091 -5.31522 1.52874 -0.002 0.001 -0.008 -0.171
C -0.61448 -4.36247 0.57163 0.005 -0.008 -0.007 -0.256
C -0.53396 -3.01634 0.86713 0.024 -0.010 0.018 0.382
O -0.85370 -2.13601 -0.11091 -0.031 -0.065 0.005 -0.621
C -0.13041 -2.57413 2.15507 -0.011 0.039 -0.001 -0.164
C -0.01712 -1.23717 2.55741 -0.011 -0.022 -0.026 0.027
N -0.27191 -0.13506 1.73945 0.016 0.002 0.059 -0.449
C -0.15340 1.09021 2.18791 -0.013 0.001 -0.010 0.227
C 0.14735 1.48256 3.54259 0.010 0.034 0.026 -0.179
C 0.25977 2.81360 3.86424 0.007 -0.012 0.003 -0.190
C 0.09879 3.81817 2.91476 -0.004 0.006 0.003 -0.081
C -0.19664 3.49243 1.55393 0.010 0.000 -0.021 -0.126
C -0.34108 4.44720 0.54000 0.004 0.001 0.011 -0.065
C -0.59613 4.03960 -0.75227 -0.001 -0.001 -0.013 -0.233
C -0.69888 2.68666 -1.02493 0.003 -0.014 -0.008 0.118
N -0.56764 1.76261 -0.06760 -0.050 -0.018 0.044 -0.512
C -0.32228 2.14878 1.19917 0.001 -0.005 0.016 0.302
C 0.18911 -3.57363 3.11125 0.009 -0.009 0.015 -0.168
H -0.36607 -6.36786 1.29408 -0.001 0.001 -0.005 0.243
H -0.92394 -4.65742 -0.42153 0.000 -0.003 0.000 0.239
H 0.34693 -1.04160 3.55242 0.011 0.001 -0.001 0.202
H 0.29145 0.74043 4.30983 -0.015 -0.011 -0.007 0.233
H 0.48981 3.08796 4.88456 -0.001 -0.001 0.000 0.246
H 0.20781 4.85764 3.19186 0.000 0.000 0.000 0.233
H -0.24240 5.49874 0.77735 -0.001 0.001 -0.002 0.240
H -0.70369 4.75207 -1.55655 -0.001 0.004 0.002 0.252
H -0.87735 2.32521 -2.02691 0.000 -0.002 -0.002 0.224
H 0.50687 -3.26693 4.09875 0.001 -0.008 0.002 0.232
F 1.68199 -0.40082 -0.53973 0.019 -0.049 -0.012 -0.582
B 2.54071 0.82102 -0.40008 -0.071 0.048 0.012 1.355
F 2.31532 1.30002 0.88718 0.008 -0.001 -0.001 -0.564
F 2.02016 1.71995 -1.34939 0.028 -0.010 -0.013 -0.574
F 3.82023 0.46162 -0.65121 0.034 -0.014 -0.004 -0.523
N 1.07480 0.19434 -5.40731 -0.003 -0.007 0.004 -0.763
C 0.06038 -0.12975 -4.58298 -0.001 0.020 0.017 0.373
C 0.21526 -0.03840 -3.18172 0.030 0.002 -0.021 -0.022
N -0.79629 -0.34255 -2.38413 -0.024 -0.026 0.005 -0.447
C -1.96585 -0.74474 -2.91760 0.002 0.011 -0.001 -0.071
C -2.08513 -0.82452 -4.28956 -0.003 0.006 0.001 0.047
N -1.09484 -0.51925 -5.11872 -0.002 -0.014 -0.012 -0.405
H 1.99197 0.39420 -5.05043 0.001 0.001 -0.008 0.413
H 0.95907 0.03835 -6.39381 0.000 0.002 -0.002 0.421
H 1.14293 0.28348 -2.72865 -0.014 -0.005 0.025 0.259
H -2.76780 -1.00755 -2.24402 -0.003 0.002 -0.003 0.224
H -3.01725 -1.14623 -4.73668 0.000 -0.001 -0.003 0.223
```
Forces are in eV/Å.

Charge: +1
HOMO-LUMO gap (alpha / beta): 5.630 / 5.194 eV
Spin multiplicity: 6

Formula: C20H15BCl36N2OS3
Source: the OMol25 dataset
Level of theory: the ωB97M-V functional and the def2-TZVPD basis

The geometry in XYZ format:
```
78
Properties=species:S:1:pos:R:3:forces:R:3:lowdin_charge:R:1
C 1.13319 -1.37916 2.58135 0.873 0.240 -0.121 -0.149
C 2.39988 -1.13228 1.70854 -0.962 0.750 0.617 -0.533
S 1.93317 -0.16607 0.22103 0.728 -0.120 -0.569 0.807
C 0.89272 1.24613 0.70752 -0.658 -0.189 0.260 -0.462
C -0.61311 0.95921 0.83562 -0.185 0.582 0.838 -0.223
C -1.38500 1.67367 1.75475 0.087 -0.724 -0.786 -0.493
S -0.74138 2.91455 2.87326 -0.304 0.075 0.211 0.800
C -2.84511 1.45373 1.87813 1.054 -0.360 -0.927 -0.069
C -3.47823 0.54097 1.07205 -1.108 -0.480 -0.108 -0.040
B -5.06250 0.34789 1.18815 -0.502 0.495 -0.295 -0.402
O -5.82579 1.53542 1.16237 0.867 -0.485 0.731 0.092
C -5.78693 -1.05866 1.28530 0.016 -0.182 0.163 -0.151
C -5.15322 -1.94002 2.43480 0.258 0.704 -0.785 -0.096
C -2.75397 -0.26439 0.09917 1.176 1.579 1.619 -0.312
N -3.24952 -1.18127 -0.71587 0.952 -0.262 0.093 -0.268
S -1.96622 -1.72433 -1.59885 0.364 0.707 1.673 0.904
N -0.80361 -0.79339 -0.95687 0.284 -0.085 -0.190 -0.253
C -1.30224 -0.00865 0.00911 -1.346 -1.078 -1.061 -0.269
H 0.36159 -1.87519 1.96841 0.315 0.026 0.424 0.072
H 0.72658 -0.40700 2.92013 0.151 -0.532 0.009 0.063
H 1.44239 -1.98325 3.45660 -0.508 0.222 -0.352 0.068
H 3.18714 -0.56978 2.25468 -0.555 -0.581 -0.237 -0.001
H 2.79660 -2.10251 1.35155 -0.081 0.684 -0.051 0.077
H 1.26661 1.70089 1.64279 -0.111 -0.385 -0.506 0.035
H 1.00670 2.01572 -0.08411 0.212 -0.548 0.302 0.042
H 0.53878 3.19296 2.51397 -0.621 -0.397 -0.285 -0.130
H -3.44517 2.03538 2.59713 0.654 -0.497 -0.965 -0.012
H -6.17717 1.73062 2.04331 -0.406 -0.011 -0.362 0.043
H -5.66479 -1.54540 0.29100 -0.025 0.123 0.598 0.096
H -6.87910 -0.92623 1.41975 0.541 0.016 0.047 0.098
H -5.89158 -2.58023 2.94275 0.390 0.214 -0.268 0.068
H -4.68473 -1.24613 3.16314 -0.267 -0.642 -0.063 0.067
H -4.33765 -2.53893 1.98440 -0.440 0.116 0.484 0.072
C -4.41707 0.63678 -4.58478 -0.012 0.031 -0.064 -2.007
Cl -3.70615 -0.19766 -3.18688 -0.640 0.681 -0.895 0.540
Cl -4.48374 -0.48671 -5.94769 -0.029 0.365 -0.093 0.501
Cl -6.05174 1.18080 -4.17818 0.104 -0.042 -0.020 0.531
Cl -3.41949 2.03459 -5.01549 -0.045 -0.087 0.059 0.529
C 5.95651 -1.33922 4.17568 0.045 0.021 -0.035 -2.030
Cl 4.39404 -0.85810 4.86024 0.095 -0.035 -0.034 0.535
Cl 6.25891 -3.04551 4.53100 -0.046 0.105 -0.025 0.529
Cl 5.93839 -1.09731 2.41887 0.048 -0.005 0.169 0.541
Cl 7.23377 -0.34970 4.89175 -0.037 -0.059 -0.029 0.508
C 2.73964 4.43440 -1.22662 0.042 0.052 -0.081 -2.033
Cl 3.50284 3.60640 0.14070 -0.017 0.041 -0.071 0.535
Cl 2.71408 3.35368 -2.62697 -0.014 0.095 0.290 0.505
Cl 1.08051 4.88145 -0.79390 0.070 -0.035 0.004 0.534
Cl 3.66085 5.89274 -1.62042 -0.063 -0.085 0.035 0.531
C 3.18103 -0.83252 -4.08674 -0.173 -0.147 0.125 -2.008
Cl 4.65878 -1.09847 -3.15357 -0.188 -0.074 0.022 0.512
Cl 1.78301 -1.20323 -3.07845 0.031 0.055 -0.093 0.516
Cl 3.06852 0.87171 -4.60157 -0.335 -0.400 -0.122 0.450
Cl 3.18991 -1.88151 -5.51232 0.029 0.132 0.041 0.535
C -4.75471 -4.75983 -5.81167 0.037 -0.034 0.095 -2.033
Cl -6.51029 -4.91207 -5.97397 0.107 0.016 0.004 0.530
Cl -4.37525 -3.44236 -4.69687 -0.041 -0.293 0.056 0.481
Cl -4.08124 -6.26878 -5.18122 -0.138 0.039 -0.025 0.505
Cl -4.04297 -4.41355 -7.39605 -0.025 -0.002 0.078 0.522
C 7.32098 3.66101 5.60700 -0.026 0.000 0.011 -2.056
Cl 6.55241 2.96154 7.03951 0.045 0.029 -0.084 0.515
Cl 7.38654 5.42132 5.77178 0.003 -0.109 -0.010 0.524
Cl 8.96387 3.02088 5.44754 -0.089 0.019 0.008 0.513
Cl 6.38249 3.23644 4.16912 0.029 0.034 0.042 0.504
C -5.33240 3.56192 5.24910 0.063 0.033 0.130 -2.009
Cl -3.83970 3.01329 4.46554 -0.343 0.381 0.688 0.585
Cl -5.17951 5.26932 5.67804 -0.024 -0.121 -0.057 0.540
Cl -6.69470 3.35390 4.13410 0.033 0.020 0.035 0.561
Cl -5.61532 2.60731 6.71014 0.009 0.044 -0.112 0.535
C -0.27927 -6.22043 -4.13835 0.009 0.033 -0.024 -2.046
Cl 1.46951 -6.34782 -3.90044 -0.104 0.016 -0.006 0.526
Cl -0.81567 -4.58832 -3.71076 0.025 -0.091 -0.033 0.489
Cl -0.67096 -6.54206 -5.83287 0.128 0.012 0.068 0.508
Cl -1.10320 -7.40132 -3.10796 0.035 0.066 -0.053 0.517
C 7.65884 1.67306 -4.58714 -0.041 0.032 -0.050 -2.031
Cl 5.91386 1.42656 -4.73819 0.676 0.324 -0.096 0.464
Cl 7.97347 2.95714 -3.40933 -0.015 -0.073 -0.057 0.520
Cl 8.41974 0.17037 -4.03867 -0.043 0.071 -0.022 0.517
Cl 8.33258 2.13558 -6.15813 -0.016 -0.029 0.093 0.522
```
Forces are in eV/Å.

HOMO-LUMO gap: 7.540 eV